{
  "formula": "C6H15BO2",
  "method": "ωB97M-V with the def2-TZVPD basis set",
  "species": ["C", "C", "C", "C", "C", "B", "C", "O", "O", "H", "H", "H", "H", "H", "H", "H", "H", "H", "H", "H", "H", "H", "H", "H"],
  "positions_angstrom": [[-1.16045, 1.91775, 0.69982], [-0.87704, 0.81557, 1.79793], [0.61076, 0.35750, 1.74662], [0.92137, -0.98858, 1.01505], [-0.28491, -1.70906, 0.34198], [-0.75725, -1.10614, -1.05508], [0.13776, -0.16732, -2.01498], [0.98598, -0.92748, -2.88517], [1.65846, 0.00689, -3.72615], [-2.04758, 1.61763, 0.12083], [-1.34925, 2.87783, 1.20428], [-0.31110, 2.05870, 0.01735], [-1.62361, 0.01382, 1.79226], [-1.00746, 1.34041, 2.76240], [1.00894, 0.29036, 2.77317], [1.19422, 1.15900, 1.25824], [1.71068, -0.83722, 0.25870], [1.35369, -1.69010, 1.75303], [0.05155, -2.74857, 0.11519], [-1.11445, -1.84410, 1.05903], [-1.86516, -1.37034, -1.41586], [-0.56391, 0.40497, -2.65871], [0.73913, 0.58935, -1.46871], [2.58964, -0.06090, -3.49121]],
  "forces_ev_per_a": [[-0.41, -0.80, 0.49], [0.76, 1.46, 0.08], [-0.08, -0.27, -0.02], [-0.04, -0.51, 0.20], [0.47, 0.53, -0.27], [0.25, -0.54, 0.63], [-0.27, 0.75, -0.45], [0.05, -0.24, 0.69], [-0.43, 0.42, -0.51], [0.25, 0.43, 0.01], [-0.06, -0.29, -0.40], [-0.28, -0.13, 0.18], [0.37, 0.12, -0.17], [-0.03, -0.41, -0.29], [-0.19, -0.03, -0.36], [-0.28, -0.25, 0.27], [-0.31, -0.02, 0.24], [-0.13, 0.32, -0.28], [-0.22, 0.40, -0.12], [0.27, 0.00, -0.40], [0.02, 0.01, -0.11], [0.32, -0.14, 0.28], [-0.14, -0.49, -0.05], [0.10, -0.32, 0.38]],
  "smiles": "CCCCCBCOO",
  "largest_force_ev_per_a": 1.65,
  "e_homo_ha": -0.368,
  "de_lowest_kcal_mol": 141.9
}

=====

{
  "formula": "C5H15N2",
  "method": "ωB97M-V with the def2-TZVPD basis set",
  "species": ["C", "C", "C", "C", "C", "N", "N", "H", "H", "H", "H", "H", "H", "H", "H", "H", "H", "H", "H", "H", "H", "H"],
  "positions_angstrom": [[-0.15334, -1.45475, -1.81209], [-0.40003, -1.28876, -0.31997], [0.90634, -1.27462, 0.47802], [0.77603, -0.46327, 1.79064], [0.48983, 0.97990, 1.42480], [-0.85984, 1.33097, 1.16355], [-0.66672, 2.00529, -1.47031], [0.40680, -0.64400, -2.20135], [0.40158, -2.43797, -2.01650], [-1.09906, -1.51082, -2.32135], [-0.91745, -0.32054, -0.17260], [1.28196, -2.29123, 0.69540], [1.71920, -0.81684, -0.07570], [-0.03165, -0.81628, 2.38718], [1.69524, -0.57520, 2.40572], [0.37845, 1.13524, 0.34736], [1.08073, 1.72636, 1.93263], [-1.24454, 1.98729, 1.88108], [-0.87950, 2.00011, -0.45050], [-1.59351, 1.99037, -1.99092], [-0.23037, 2.82618, -1.72990], [-1.06015, -2.08741, 0.05484]],
  "forces_ev_per_a": [[-0.13, -1.73, 0.46], [1.66, -2.03, -0.34], [-0.21, 0.55, 0.68], [1.74, -2.71, -1.29], [-2.95, 2.00, 1.30], [0.86, -0.58, 2.96], [-4.27, -0.20, 0.64], [0.74, 0.72, -0.49], [-0.73, 1.27, 0.32], [-0.33, -0.14, -0.47], [-0.53, 0.67, 0.20], [-0.52, 0.06, 0.10], [0.12, 0.08, -0.36], [-0.86, -0.10, 0.53], [-0.41, 0.77, -0.48], [2.11, -0.39, -2.45], [-0.09, 0.22, 0.77], [0.19, 0.55, -0.45], [0.12, -0.82, -0.50], [1.24, -0.92, 0.06], [2.38, 2.15, -1.25], [-0.11, 0.57, 0.05]],
  "charge": 2,
  "largest_force_ev_per_a": 4.33,
  "spin_multiplicity": 2,
  "e_homo_ha": [-0.726, -0.712],
  "de_lowest_kcal_mol": 204.9
}